Density functional theory data (ωB97M-V/def2-TZVPD) for a molecular structure, C31H45ClF5LuOP in a non-equilibrium geometry.

```
85
C31H45ClF5LuOP, DFT ωB97M-V/def2-TZVPD
Lu -0.02 -1.41 -0.03
Cl 1.93 -1.39 1.57
P 1.14 1.22 -0.82
C 0.83 -2.65 -1.54
H 0.32 -3.26 -2.30
H 1.93 -2.76 -1.66
C 0.16 2.82 -0.91
C 1.84 0.93 -2.54
C -0.93 2.73 -1.99
H -0.34 2.84 0.08
C -1.89 3.92 -1.90
H -0.47 2.71 -2.99
H -1.49 1.79 -1.89
C -1.17 5.27 -1.92
H -2.61 3.86 -2.72
H -2.46 3.83 -0.96
C 0.02 5.35 -0.96
H -0.81 5.46 -2.94
H -1.88 6.07 -1.68
C 0.95 4.13 -1.06
H 0.60 6.25 -1.15
H -0.36 5.41 0.07
H 1.45 4.14 -2.04
H 1.74 4.22 -0.31
C 2.58 1.66 0.31
C 2.22 2.15 -3.39
H 2.75 0.33 -2.35
C 2.87 1.69 -4.70
H 1.32 2.75 -3.63
H 2.90 2.82 -2.85
C 1.97 0.73 -5.49
H 3.12 2.57 -5.31
H 3.82 1.19 -4.46
C 1.45 -0.43 -4.64
H 1.11 1.30 -5.87
H 2.51 0.34 -6.36
C 0.85 0.05 -3.31
H 0.71 -1.01 -5.19
H 2.28 -1.10 -4.39
H -0.09 0.59 -3.50
H 0.61 -0.86 -2.72
C 2.11 2.37 1.59
H 2.90 0.64 0.62
C 3.26 2.48 2.60
H 1.72 3.37 1.37
H 1.27 1.81 2.04
C 4.51 3.13 2.00
H 2.93 3.04 3.48
H 3.52 1.46 2.93
C 4.93 2.51 0.66
H 4.33 4.20 1.86
H 5.34 3.04 2.71
C 3.78 2.36 -0.34
H 5.73 3.10 0.20
H 5.34 1.51 0.85
H 3.48 3.36 -0.69
H 4.12 1.80 -1.22
C -0.88 0.89 2.80
C -1.36 -0.17 2.22
H -0.96 1.87 2.32
C -1.26 -1.58 2.78
H -2.02 -0.07 1.34
C -0.82 -1.59 4.27
H -2.21 -2.11 2.68
H -0.52 -2.21 2.23
C 0.23 -0.52 4.57
H -1.70 -1.41 4.90
H -0.43 -2.58 4.54
C -0.25 0.89 4.17
H 0.49 -0.53 5.64
H 1.14 -0.75 4.00
H -0.99 1.22 4.91
H 0.58 1.60 4.23
F -6.09 0.35 -4.04
C -5.05 0.05 -3.25
C -4.12 -0.90 -3.68
F -4.27 -1.51 -4.87
C -3.01 -1.15 -2.90
F -2.01 -1.94 -3.38
C -2.82 -0.52 -1.65
O -1.72 -0.68 -0.95
C -3.80 0.41 -1.23
F -3.59 1.10 -0.07
C -4.88 0.70 -2.03
F -5.76 1.65 -1.65
```

Properties
Max |F|, Eh/bohr: 0.048
Net charge: -1
HOMO level, eV: -1.94
Spin multiplicity: 1
Energy relative to the best compared isomer or geometry (same formula, charge and spin), kcal per mole: 4.67
Lowest unoccupied orbital energy, eV: 2.52


Density functional theory data (ωB97M-V/def2-TZVPD) for a single C4H13NSi2 molecule in a non-equilibrium geometry.

```
20
C4H13NSi2, DFT ωB97M-V/def2-TZVPD
C 2.08 0.90 0.20
C 1.08 1.97 -0.33
C -0.94 -2.06 -0.53
C -2.05 0.87 1.16
N -0.15 -0.86 -0.53
Si 1.54 -0.93 -0.17
Si -1.21 0.58 -0.48
H 2.98 0.82 -0.39
H 2.34 1.15 1.22
H 0.99 2.84 0.40
H 1.10 2.54 -1.25
H -0.52 -2.78 0.22
H -1.98 -1.92 -0.32
H -0.91 -2.69 -1.50
H -1.21 1.10 1.91
H -2.73 1.73 1.08
H -2.42 -0.11 1.50
H 2.06 -1.76 -1.49
H 1.99 -1.76 0.97
H -2.05 0.36 -1.68
```

Properties
Max |F|, Eh/bohr: 0.088
Net charge: 0
HOMO level, eV: -7.90
Spin multiplicity: 1
Energy relative to the best compared isomer or geometry (same formula, charge and spin), kcal per mole: 52.17
Lowest unoccupied orbital energy, eV: 0.60


Density functional theory data (ωB97M-V/def2-TZVPD) for a molecular structure, C15H34NO2P2Y in a non-equilibrium geometry.

```
55
C15H34NO2P2Y, DFT ωB97M-V/def2-TZVPD
C 1.95 1.80 -3.36
C 1.48 1.60 -2.07
N 1.42 0.35 -1.52
C 2.11 -0.65 -2.12
C 2.71 -0.46 -3.37
C 2.58 0.76 -4.02
C 1.04 2.85 -1.31
P 0.33 2.66 0.40
Y 0.04 0.01 0.53
P 1.11 -2.54 -0.18
C 2.32 -2.00 -1.46
O -4.01 1.63 -3.61
O -1.79 -0.90 -0.74
H 1.84 2.79 -3.80
H 3.26 -1.29 -3.81
H 2.96 0.90 -5.03
C 1.11 4.06 1.23
C -1.35 3.32 0.10
H 2.34 -2.78 -2.24
H 3.32 -2.01 -0.97
H 0.33 3.43 -1.90
H 1.92 3.51 -1.16
C 2.16 -3.67 0.80
C 0.11 -3.75 -1.13
H -4.94 0.01 1.33
H -1.84 -0.44 -1.61
H -4.17 2.56 -3.47
H -3.16 1.58 -4.06
H 1.76 -0.08 1.31
H -1.28 -1.76 -0.98
H 0.65 4.98 0.88
H 0.97 3.95 2.32
H 2.18 4.06 0.99
H -1.29 4.41 0.06
H -1.77 2.93 -0.84
H -2.01 3.01 0.93
H 0.73 -4.61 -1.43
H -0.71 -4.14 -0.52
H -0.30 -3.31 -2.05
H 2.40 -4.59 0.25
H 3.09 -3.17 1.08
H 1.63 -3.95 1.72
C -1.57 -2.16 2.89
C -1.81 -0.65 3.06
C -2.36 -0.39 4.47
C -0.56 0.15 2.79
H -0.72 -2.50 3.49
H -1.37 -2.42 1.83
H -2.46 -2.73 3.19
H -2.59 -0.37 2.31
H -1.63 -0.70 5.22
H -2.57 0.68 4.61
H -3.28 -0.95 4.64
H -0.67 1.22 3.02
H 0.33 -0.26 3.28
```

Properties
Max |F|, Eh/bohr: 0.054
Net charge: 0
HOMO level (alpha / beta), eV: -4.67 / -3.40
Spin multiplicity: 1
Energy relative to the best compared isomer or geometry (same formula, charge and spin), kcal per mole: 12.92
Lowest unoccupied orbital energy (alpha / beta), eV: -0.63 / -0.63


Density functional theory data (ωB97M-V/def2-TZVPD) for a gas-phase ion, C21H28N (charge +1) in a non-equilibrium geometry.

```
50
C21H28N, DFT ωB97M-V/def2-TZVPD
C 5.76 -2.36 -1.07
C 4.46 -1.63 -0.92
C 4.40 -0.26 -1.20
C 3.21 0.43 -1.05
C 2.07 -0.22 -0.55
C 0.82 0.60 -0.28
C -0.48 -0.18 -0.33
C -1.61 0.31 -0.89
C -2.89 -0.39 -0.92
C -4.08 0.35 -1.07
C -5.32 -0.27 -1.14
C -5.40 -1.67 -1.11
C -6.74 -2.32 -1.29
C -4.24 -2.42 -0.92
C -2.99 -1.80 -0.82
C 2.11 -1.60 -0.30
C 3.31 -2.29 -0.48
H 5.59 -3.44 -1.11
H 6.26 -2.04 -1.99
H 6.45 -2.16 -0.24
H 5.30 0.25 -1.54
H 3.17 1.50 -1.29
H 0.79 1.38 -1.05
H -0.48 -1.16 0.15
H -1.61 1.32 -1.31
H -4.02 1.44 -1.12
H -6.23 0.31 -1.24
H -6.65 -3.41 -1.35
H -7.41 -2.08 -0.46
H -7.23 -1.96 -2.21
H -4.31 -3.51 -0.87
H -2.09 -2.39 -0.69
H 1.22 -2.13 0.03
H 3.35 -3.36 -0.28
C 2.22 2.08 3.06
C 2.26 1.61 1.61
N 0.88 1.36 1.02
C 0.09 2.66 0.84
C -0.54 3.21 2.11
H 3.24 2.04 3.46
H 1.88 3.11 3.16
H 1.60 1.42 3.69
H 2.75 2.33 0.96
H 2.80 0.66 1.56
H 0.39 0.78 1.72
H 0.81 3.36 0.39
H -0.68 2.44 0.10
H -1.34 3.91 1.82
H -1.00 2.42 2.72
H 0.17 3.77 2.71
```

Properties
Max |F|, Eh/bohr: 0.032
Net charge: +1
HOMO level, eV: -11.06
Spin multiplicity: 1
Structure (SMILES): CC[NH+](CC)[C@H](/C=C/c1ccc(C)cc1)c1ccc(C)cc1
Energy relative to the best compared isomer or geometry (same formula, charge and spin), kcal per mole: 0.00
Lowest unoccupied orbital energy, eV: -2.50


Density functional theory data (ωB97M-V/def2-TZVPD) for a single C32H52N6O3 molecule.

```
93
C32H52N6O3, DFT ωB97M-V/def2-TZVPD
C -11.17 -0.36 -0.11
H -10.64 -1.08 -0.73
C -10.27 0.81 0.28
C -9.11 0.39 1.19
C -8.09 -0.50 0.48
C -6.89 -0.81 1.39
H -7.26 -1.25 2.32
H -6.37 0.12 1.64
C -5.90 -1.78 0.75
N -5.22 -1.22 -0.40
C -3.97 -0.69 -0.30
O -3.27 -0.82 0.69
N -3.57 0.03 -1.40
H -4.02 -0.17 -2.28
C -2.17 0.40 -1.50
H -1.88 0.76 -0.51
C -1.94 1.49 -2.54
C -0.58 2.10 -2.30
C 0.57 1.41 -2.67
C 1.82 1.88 -2.32
C 1.95 3.06 -1.59
C 0.81 3.79 -1.28
C -0.44 3.30 -1.62
H -1.32 3.86 -1.34
H 0.91 4.72 -0.75
O 3.15 3.51 -1.17
H 3.79 2.75 -1.16
H 2.71 1.32 -2.58
H 0.48 0.49 -3.23
H -2.72 2.25 -2.45
H -1.99 1.04 -3.53
C -1.36 -0.87 -1.85
O -1.29 -1.29 -2.99
N -0.80 -1.47 -0.79
H -1.06 -1.15 0.13
C 0.04 -2.63 -0.93
H -0.07 -2.96 -1.96
C 1.51 -2.31 -0.63
H 2.13 -3.08 -1.09
H 1.75 -1.35 -1.11
C 1.79 -2.20 0.87
H 0.95 -1.71 1.35
H 1.89 -3.20 1.30
C 3.06 -1.41 1.19
N 3.01 -0.07 0.62
C 4.16 0.20 -0.03
N 4.53 1.17 -0.78
C 5.83 0.78 -1.32
H 5.84 0.94 -2.40
H 6.61 1.41 -0.87
C 6.04 -0.71 -0.94
N 5.05 -0.84 0.12
C 4.35 -2.01 0.59
H 4.94 -2.54 1.35
H 4.13 -2.70 -0.23
C 7.46 -1.01 -0.47
C 7.75 -2.50 -0.30
C 9.20 -2.74 0.10
H 9.87 -2.36 -0.66
H 9.42 -2.25 1.04
H 9.39 -3.81 0.21
H 7.09 -2.91 0.46
H 7.54 -3.01 -1.24
H 8.15 -0.59 -1.21
H 7.63 -0.49 0.47
H 5.78 -1.37 -1.78
C 2.08 0.94 1.09
C 2.77 2.02 1.92
H 3.61 2.41 1.36
C 1.86 3.15 2.44
H 1.99 4.11 1.97
H 0.80 2.88 2.41
C 2.48 2.98 3.84
H 1.78 2.89 4.67
H 3.20 3.76 4.07
C 3.14 1.68 3.38
H 2.63 0.79 3.75
H 4.21 1.58 3.58
H 1.32 0.44 1.69
H 1.60 1.41 0.23
H 3.16 -1.34 2.29
H -0.32 -3.43 -0.26
H -5.80 -0.96 -1.18
H -5.11 -2.03 1.47
H -6.41 -2.70 0.44
H -7.74 0.01 -0.42
H -8.55 -1.44 0.18
H -9.50 -0.14 2.06
H -8.60 1.29 1.54
H -10.87 1.55 0.81
H -9.88 1.28 -0.62
H -11.55 -0.87 0.77
H -12.03 0.01 -0.68
```

Properties
Max |F|, Eh/bohr: 0.012
Net charge: 0
HOMO level, eV: -7.75
Spin multiplicity: 1
Energy relative to the best compared isomer or geometry (same formula, charge and spin), kcal per mole: 1.91
Lowest unoccupied orbital energy, eV: 0.71